Record 1
DFT (wB97M-V/def2-TZVPD) results for CH23LiO11 as an isolated structure in a non-equilibrium geometry.

Positions of all 36 atoms, in Å:
Li -7.3973 -36.0630 31.5347
C -5.3528 -34.2964 31.6133
O -6.7627 -34.2666 31.2477
H -5.3687 -35.2245 32.1964
H -5.2762 -33.3619 32.1644
H -4.8180 -34.3476 30.7036
O -2.8495 -32.8282 34.0013
H -3.4563 -33.5857 34.3118
H -2.4085 -33.3919 33.2573
O -4.7826 -34.3281 35.4606
H -4.9394 -35.2503 35.1624
H -4.0321 -34.3851 36.0635
O -9.1357 -35.6280 30.6758
H -10.0624 -35.9253 31.0272
H -9.2198 -34.6718 30.7660
O -2.5762 -35.8095 31.5528
H -3.4755 -35.5122 31.5487
H -2.3733 -36.0351 30.6729
O -7.1753 -31.9117 30.3904
H -6.4683 -31.3577 30.2788
H -6.9029 -32.7713 30.7248
O -7.6993 -33.1187 33.4093
H -8.6641 -33.1682 33.1148
H -7.1468 -33.5082 32.7911
O -6.8641 -35.5906 28.7942
H -6.0238 -35.4085 28.3140
H -6.7149 -35.1326 29.6214
O -4.3015 -30.7939 33.1259
H -5.1848 -30.6553 33.4091
H -4.0796 -31.5971 33.5607
O -4.5876 -31.1402 30.3991
H -3.7492 -31.6511 30.2565
H -4.5645 -31.0170 31.3892
O -4.2807 -34.7948 27.7819
H -3.6198 -34.9346 27.1120
H -3.9166 -34.0903 28.5013

LUMO = -0.92 eV
Max |F| = 0.1006 hartree/bohr
2S+1 = 1
Energy relative to the best compared isomer or geometry (same formula, charge and spin) = 2.3 kcal per mole

These are the Löwdin partial charges, in e, on atoms 1 to 8:
1 Li 0.777
2 C -0.182
3 O -0.526
4 H 0.074
5 H 0.078
6 H 0.045
7 O -0.115
8 H 0.031



Record 2
DFT (wB97M-V/def2-TZVPD) results for a 13-piece molecular cluster, CH24F3O15S overall in a non-equilibrium geometry.

Positions of all 44 atoms, in Å:
C 0.0206 0.0319 -1.2002
F 0.6356 -0.7134 -2.1044
F -0.0966 1.2896 -1.5820
F -1.2072 -0.4680 -1.0021
S 0.9468 -0.0529 0.4393
O 1.2583 -1.4510 0.7116
O 2.1414 0.7949 0.3287
O 0.1041 0.4620 1.5037
O -1.4435 -3.3130 -3.3384
H -1.0313 -2.4477 -3.4083
H -0.9020 -3.7833 -2.6832
O 2.1900 -3.9820 0.8642
H 2.5966 -4.1611 1.7162
H 1.8557 -3.0586 0.9387
O -1.0257 1.1043 3.9056
H -0.2889 1.0148 4.5158
H -0.6751 0.7504 3.0556
O 0.8189 -4.2814 -1.7518
H 1.4186 -5.0125 -1.9233
H 0.9920 -4.0403 -0.8291
O 0.7463 3.3591 0.9660
H 0.1103 3.1430 1.6530
H 1.3302 2.5795 0.9063
O -0.8890 -2.4046 2.3927
H -0.3943 -3.2228 2.5001
H -0.2464 -1.7817 2.0043
O -2.4863 2.3841 1.8320
H -3.1509 1.7574 1.5144
H -1.8617 1.8389 2.3399
O -2.9067 2.3563 -3.2261
H -1.9658 2.1876 -3.1309
H -3.1392 2.8715 -2.4266
O -2.7153 3.7359 -0.7622
H -1.7740 3.6428 -0.5500
H -3.1607 3.3565 0.0030
O 4.3258 1.9134 -1.9178
H 3.8450 1.3259 -1.3183
H 4.3511 1.4387 -2.7542
O 4.3548 -0.6722 1.2052
H 3.6445 -0.0117 1.0594
H 4.2677 -0.9257 2.1283
O -3.6576 0.8950 -0.4924
H -2.9446 0.2980 -0.7584
H -3.9917 1.2524 -1.3243

LUMO = 2.38 eV
Max |F| = 0.0586 hartree/bohr
2S+1 = 1
Net charge = -1
Energy relative to the best compared isomer or geometry (same formula, charge and spin) = 10.6 kcal per mole

These are the Löwdin partial charges, in e, on atoms 1 to 8:
1 C -0.636
2 F 0.164
3 F 0.167
4 F 0.126
5 S 0.597
6 O -0.320
7 O -0.321
8 O -0.309



Record 3
DFT (wB97M-V/def2-TZVPD) results for CH28BeO17 as an isolated structure in a non-equilibrium geometry.

Positions of all 47 atoms, in Å:
Be 0.5347 -0.0559 -2.0097
C 0.1642 -0.4521 -0.2076
O 1.2746 0.2081 -0.6853
O -0.3894 0.0624 0.7873
O -0.4821 -0.8775 -1.1862
O -2.8572 0.1579 -2.3858
H -2.4431 -0.4374 -1.7152
H -3.7553 0.2214 -2.0513
O 0.0161 -2.8383 2.1106
H 0.9140 -2.6041 1.8183
H -0.3730 -2.1131 2.5284
O -1.1734 -1.1597 3.7655
H -1.4354 -0.2479 3.4065
H -0.2464 -1.0340 3.9409
O 2.2280 -2.4067 1.0522
H 2.6219 -3.2442 1.2386
H 2.1316 -2.4075 0.1172
O -0.3422 1.1443 -2.7789
H -1.3077 1.1167 -2.8973
H -0.1772 2.0652 -2.5588
O -1.1728 1.5543 2.8858
H -0.8328 2.4131 2.9494
H -1.0258 1.1328 2.0298
O -2.8984 -0.1910 0.6440
H -3.3112 0.0860 1.4231
H -1.9467 -0.2078 0.9206
O -1.3698 -3.3730 -0.5263
H -0.9967 -2.4710 -0.4776
H -1.2347 -3.6433 -1.4599
O 1.4863 -0.9574 -3.0148
H 1.6049 -1.7800 -2.5590
H 2.4034 -0.6013 -3.1076
O -0.0765 2.7298 0.1284
H -0.9869 2.7127 -0.1882
H 0.1543 1.8331 0.2632
O 1.6832 1.1891 2.1798
H 2.4651 0.5881 2.2872
H 0.9340 0.7366 1.7469
O -2.6218 2.3164 -0.4865
H -2.7230 1.3992 -0.3157
H -2.8848 2.6450 0.3817
O 2.4203 1.6105 -2.7159
H 2.2315 2.5472 -2.9008
H 3.1385 1.6702 -2.1273
O 3.6411 0.3558 0.3013
H 4.2086 0.2729 -0.4506
H 2.8080 0.3345 -0.1007

LUMO = -0.99 eV
Max |F| = 0.1380 hartree/bohr
2S+1 = 1

These are the Löwdin partial charges, in e, on atoms 1 to 8:
1 Be 0.060
2 C -0.618
3 O -0.064
4 O -0.028
5 O 0.034
6 O -0.049
7 H 0.045
8 H 0.065



Record 4
DFT (wB97M-V/def2-TZVPD) results for CH28O17Pb as an isolated structure in a non-equilibrium geometry.

Positions of all 47 atoms, in Å:
Pb 2.6038 -0.4740 -1.0051
C 0.4148 0.1593 0.2561
O -0.6057 0.5279 1.1001
O 0.7335 0.8779 -0.7171
O 0.6985 -1.1075 0.1757
O -1.5916 2.7219 -0.3417
H -1.6194 3.2326 0.4679
H -0.9698 1.9914 -0.2929
O 0.1736 3.4908 -2.5119
H 0.3780 2.5618 -2.5534
H -0.6951 3.3821 -2.1796
O -1.5215 -1.6961 -1.9474
H -1.7630 -1.1694 -1.2149
H -2.2162 -1.3980 -2.5346
O -2.8519 1.5214 2.1345
H -2.0217 1.0617 2.0913
H -2.5783 2.2468 2.7573
O 1.3978 3.2413 0.2231
H 1.4823 2.6806 0.9498
H 0.9760 2.6449 -0.3542
O -0.2686 1.9827 3.0826
H -0.4728 2.8904 2.7709
H -0.3039 1.4614 2.2073
O -1.0250 1.0713 -2.7220
H -1.8815 0.7464 -2.5482
H -0.4790 0.7691 -2.0497
O 0.3307 -3.9653 0.0669
H 0.3727 -3.1445 0.6271
H -0.4871 -3.9729 -0.4550
O 1.2930 -0.7746 2.8660
H 0.5686 -0.3297 3.3721
H 0.9358 -0.8907 1.9875
O -1.0766 -2.3194 1.6416
H -0.5729 -1.8002 0.9914
H -1.4076 -1.5960 2.1532
O 1.2687 -1.2439 -2.8288
H 1.0335 -0.7091 -3.6493
H 0.4054 -1.4829 -2.4893
O 3.4660 -1.2612 1.0585
H 3.1225 -2.1480 1.1681
H 4.3660 -1.4298 1.3566
O -2.6069 -0.0028 -0.2200
H -1.8195 0.1255 0.2549
H -2.7930 0.9262 -0.4617
O 2.4308 -2.9137 -1.1495
H 3.3566 -3.2076 -1.0080
H 1.8201 -3.2780 -0.5260

LUMO = -1.08 eV
Max |F| = 0.1369 hartree/bohr
2S+1 = 1
Energy relative to the best compared isomer or geometry (same formula, charge and spin) = 8.2 kcal per mole

These are the Löwdin partial charges, in e, on atoms 1 to 8:
1 Pb 1.632
2 C -0.741
3 O -0.161
4 O -0.182
5 O -0.191
6 O -0.033
7 H 0.062
8 H -0.009



Record 5
DFT (wB97M-V/def2-TZVPD) results for a single CH2BF3 molecule in a non-equilibrium geometry.

Positions of all 7 atoms, in Å:
F -2.0512 -0.3726 0.6088
B -0.9539 0.1327 0.1046
C 0.6847 -0.2225 -0.0735
F 1.2297 -1.4421 0.2740
F 1.2110 0.7355 0.6598
H -1.0878 1.2495 -0.3726
H 0.9675 -0.0805 -1.2012

LUMO = 0.40 eV
SMILES = FBC(F)F
Max |F| = 0.0741 hartree/bohr
2S+1 = 1
Energy relative to the best compared isomer or geometry (same formula, charge and spin) = 4.6 kcal per mole

Formally, the Löwdin partial charges of the atoms, in units of the elementary charge, are as follows:
1 F 0.186
2 B -0.128
3 C -0.369
4 F 0.009
5 F 0.055
6 H 0.089
7 H 0.159



Record 6
DFT (wB97M-V/def2-TZVPD) results for an isolated ion of composition CH2BrClNO2P2 and charge +1.

Positions of all 10 atoms, in Å:
O 0.4098 2.1919 -1.9732
C 0.2804 1.0676 -1.8754
N 0.1216 -0.1643 -1.7660
P 0.2037 -0.9345 -0.3271
Cl -0.9604 -2.4962 -0.4617
Br 2.1725 -1.5619 0.0805
P -0.4461 0.3556 1.3999
O 0.7004 1.1987 1.7552
H -0.8886 -0.6142 2.3102
H -1.5933 0.9574 0.8575

LUMO = -4.86 eV
SMILES = O=C=[N+]=[P@@](Cl)(Br)[PH2]=O
Max |F| = 0.0145 hartree/bohr
2S+1 = 1
Net charge = +1

These are the Löwdin partial charges, in e, on atoms 1 to 8:
1 O 0.306
2 C -0.318
3 N -0.096
4 P -0.123
5 Cl 0.437
6 Br 0.581
7 P 0.593
8 O -0.420



Quick rundown of HOMO-LUMO gap, same order as above: 8.157, 10.713, 8.615, 9.209, 11.476, 10.592 eV